# 1
The following is a quantum chemistry calculation of a cluster of 2 separate species, C21H28N3O5P in total, from the Open Molecules 2025 dataset.

Summary:
- electronic energy (a.u.) = -1698.98504
- highest occupied orbital energy (eV) = -8.84
- LUMO energy (eV) = 0.55
- molar mass (g/mol) = 433.4

Geometry as ORCA input:
```
! RIJCOSX wB97M-V def2-TZVPD def2/J DEFGRID3
* xyz 0 1
C -1.171 4.778 -4.377
N -1.919 3.670 -3.786
C -2.385 3.652 -2.533
O -2.195 4.600 -1.776
C -3.222 2.457 -2.016
C -2.532 1.725 -0.849
C -1.347 0.859 -1.232
C -0.129 1.454 -1.611
C 0.948 0.652 -2.026
C 0.815 -0.747 -2.045
C -0.389 -1.345 -1.635
C -1.470 -0.544 -1.232
N -3.781 1.481 -2.982
C -3.180 0.799 -3.962
C -4.032 -0.235 -4.659
O -2.031 0.975 -4.333
H -0.722 4.464 -5.319
H -0.382 5.098 -3.693
H -1.842 5.619 -4.554
H -2.007 2.812 -4.318
H -4.088 2.946 -1.569
H -3.274 1.104 -0.346
H -2.195 2.463 -0.120
H -0.022 2.529 -1.602
H 1.874 1.112 -2.340
H 1.642 -1.362 -2.369
H -0.486 -2.422 -1.632
H -2.397 -1.010 -0.934
H -4.742 1.230 -2.823
H -4.336 -0.995 -3.942
H -4.907 0.243 -5.092
H -3.444 -0.701 -5.449
N 1.298 -0.237 1.501
C 1.751 -1.504 2.165
P 1.594 -3.118 1.142
O 0.187 -3.504 0.921
O 2.238 -4.370 1.868
O 2.297 -2.960 -0.271
C 3.236 -1.315 2.577
C 3.235 -1.388 4.070
C 4.329 -1.253 4.932
C 4.123 -1.301 6.317
C 2.830 -1.482 6.829
C 1.743 -1.618 5.955
C 1.961 -1.571 4.573
C 0.943 -1.652 3.483
H 0.302 -0.275 1.265
H 1.842 -0.043 0.656
H 1.577 -4.560 2.546
H 2.046 -3.795 -0.684
H 3.885 -2.089 2.155
H 3.617 -0.341 2.253
H 5.325 -1.098 4.529
H 4.964 -1.193 6.996
H 2.671 -1.509 7.902
H 0.738 -1.743 6.345
H 0.214 -0.842 3.595
H 0.400 -2.600 3.534
*
```

---

# 2
The following is a quantum chemistry calculation of a cluster of 19 separate species, H38O19 in total, from the Open Molecules 2025 dataset.

Summary:
- energy relative to the best compared isomer or geometry (same formula, charge and spin) (kcal/mol) = 180.38
- electronic energy (a.u.) = -1452.15230
- highest occupied orbital energy (eV) = -10.04
- LUMO energy (eV) = -0.34
- molar mass (g/mol) = 342.3

Geometry as ORCA input:
```
! RIJCOSX wB97M-V def2-TZVPD def2/J DEFGRID3
* xyz 0 1
O 2.551 1.247 -1.178
H 3.215 1.556 -1.851
H 2.858 0.437 -0.798
O 4.412 -0.449 -1.489
H 4.086 -1.359 -1.310
H 4.157 -0.318 -2.344
O -2.557 -2.480 0.772
H -1.967 -1.844 0.441
H -1.883 -3.007 1.363
O 0.250 2.138 0.640
H -0.129 3.031 0.741
H 1.076 2.061 1.207
O 2.171 -2.357 -3.057
H 2.544 -1.583 -3.169
H 1.654 -2.732 -3.784
O -1.232 0.926 3.539
H -0.506 0.480 3.005
H -1.407 1.864 3.048
O -4.456 -0.308 -0.687
H -5.306 -0.276 -0.953
H -3.869 -0.791 -1.149
O -1.126 -0.933 -0.863
H -0.193 -1.151 -1.023
H -1.551 -1.044 -1.702
O -0.783 -0.926 5.285
H -1.604 -0.720 4.822
H -0.571 -1.683 4.781
O 2.884 -1.598 0.577
H 3.322 -1.459 1.493
H 2.249 -2.393 0.508
O -0.127 -4.893 0.818
H -0.916 -4.514 1.209
H -0.085 -4.769 -0.121
O 2.834 3.232 0.960
H 2.422 3.809 0.243
H 3.577 2.546 0.657
O -0.296 3.580 -2.718
H -1.399 3.543 -2.883
H -0.218 4.510 -2.379
O 2.028 0.002 4.819
H 1.975 0.766 4.262
H 1.131 -0.120 5.135
O -1.662 1.852 -1.498
H -0.899 1.814 -2.012
H -1.266 1.630 -0.542
O -3.921 2.200 0.977
H -3.330 1.769 0.454
H -4.468 2.673 0.446
O 1.589 1.145 -3.865
H 0.828 1.702 -3.940
H 1.757 0.836 -2.971
O 0.203 -1.253 -3.707
H 0.828 -0.595 -3.823
H -0.156 -1.353 -4.655
O -2.649 -1.695 3.088
H -3.499 -1.936 2.652
H -2.568 -0.812 2.529
*
```